48
Properties=species:S:1:pos:R:3:forces:R:3 method="wB97M-V/def2-TZVPD" total_charge=+1 fmax_ha_per_bohr=0.027 homo_energy_ev=-12.93 homo_lumo_gap_ev=9.62
O 0.6925 -1.2288 0.9075 -0.4 0.0 -0.3
P 1.2968 -0.9019 -0.3681 0.5 -1.1 0.8
O 2.8509 -0.6521 -0.3360 -0.1 0.0 -0.1
O 1.0003 -1.9342 -1.5215 -0.2 0.9 -0.2
N 0.7849 0.6851 -0.9930 0.1 -0.2 -0.4
C -0.6075 0.7225 -1.5836 -0.4 0.3 0.2
C -1.6765 0.5604 -0.4878 0.2 0.1 -0.1
C -2.7484 -0.4452 -0.9010 0.2 0.0 -0.2
S -4.1919 -0.2053 0.1208 0.0 0.3 0.0
O -5.0249 0.7010 -0.5917 -0.2 0.0 0.0
O -3.7612 0.0827 1.4517 0.2 -0.2 0.0
O -4.9139 -1.6081 0.0990 0.1 -0.1 -0.2
H 3.2250 -0.9539 0.5087 0.1 0.2 0.0
H 0.9448 -1.5838 -2.4248 0.2 -0.3 0.0
H 1.4819 0.9847 -1.6901 0.1 0.1 0.1
H 0.8501 1.3207 -0.1832 0.0 0.1 0.0
H -0.7132 1.6855 -2.0809 0.1 0.0 0.0
H -0.6808 -0.0497 -2.3480 0.1 -0.1 0.1
H -1.2111 0.2453 0.4464 -0.1 0.0 0.0
H -2.1238 1.5386 -0.3080 0.0 0.0 0.0
H -3.0850 -0.2552 -1.9215 -0.1 -0.1 0.0
H -2.3915 -1.4745 -0.8427 0.0 0.0 0.1
H -4.4794 -2.2181 0.7161 -0.1 0.0 0.1
C -0.1931 0.7321 3.3668 -0.2 -0.1 0.1
Cl 1.2911 1.3375 2.5861 0.1 0.2 -0.2
Cl -1.2674 2.0426 3.8232 0.0 0.0 -0.1
H -0.7019 0.0804 2.6663 0.0 0.0 0.0
H 0.1056 0.1933 4.2585 0.0 0.0 0.0
C -4.5964 3.3781 -2.8401 -0.1 -0.1 0.0
Cl -4.6507 2.4329 -4.3321 0.0 0.0 0.0
Cl -3.0365 4.1993 -2.6332 0.1 0.0 0.1
H -5.3788 4.1258 -2.8794 0.1 0.1 0.0
H -4.7419 2.7056 -2.0033 0.0 0.0 0.0
C 4.1009 -4.4576 -1.6660 0.0 -0.1 0.0
Cl 3.1715 -5.5556 -2.6854 0.0 0.0 0.0
Cl 5.4768 -3.7479 -2.5202 0.0 0.1 0.0
H 3.4472 -3.6556 -1.3608 -0.1 0.1 0.1
H 4.4746 -5.0043 -0.8079 0.0 0.0 -0.1
C 5.1492 0.1048 -3.0738 0.1 0.1 0.0
Cl 6.4284 1.2976 -3.1394 0.0 -0.1 0.0
Cl 3.5481 0.9174 -3.1667 -0.2 -0.1 -0.1
H 5.2211 -0.5541 -3.9303 -0.1 0.0 0.0
H 5.2060 -0.4470 -2.1436 -0.1 0.0 0.0
C 0.2742 1.0404 7.4997 0.0 0.0 0.0
Cl -0.9149 -0.0987 6.8541 0.0 -0.1 0.1
Cl 1.6187 1.2878 6.3751 0.1 0.0 0.0
H -0.2173 1.9922 7.6592 0.0 0.0 0.0
H 0.6675 0.6378 8.4248 0.0 0.0 0.0

35
Properties=species:S:1:pos:R:3:forces:R:3 method="wB97M-V/def2-TZVPD" total_charge=+2 multiplicity=2 fmax_ha_per_bohr=0.078 homo_energy_ev="-15.33 / -15.33" homo_lumo_gap_ev="5.08 / 5.70"
C 1.2088 1.9021 -0.2832 2.2 -2.4 -2.4
I -0.6964 2.2734 1.8034 -0.6 1.2 1.0
H 0.5307 1.0579 -0.0605 0.5 0.8 -0.1
H 2.2577 1.5464 -0.0254 -1.0 0.7 -0.2
H 1.2514 1.9907 -1.4019 0.0 0.5 0.9
Ti -1.0764 -2.3256 -0.1551 2.2 0.8 -1.7
P 1.1968 -1.1955 1.3916 1.5 -0.8 1.6
C 1.8159 0.0850 2.5930 -0.7 0.9 0.1
C 0.7285 -2.3898 2.6947 -0.4 -0.1 -0.1
H 1.6348 -2.7543 3.2078 -0.5 0.0 -0.2
H 3.3845 -2.1301 1.9832 -0.3 0.0 0.1
H 0.1834 -3.2319 2.2457 0.1 -0.3 0.4
H 2.9534 -2.5677 0.3172 0.2 -0.2 -0.1
H 1.0077 0.4346 3.2462 0.3 -0.1 -0.2
H 0.0819 -1.8729 3.4155 0.0 -0.3 -0.1
C 2.9293 -1.7776 1.0586 -0.4 0.0 -1.1
H 2.6201 -0.3360 3.2226 -0.4 -0.3 -0.5
H 3.5248 -0.9349 0.6969 -0.1 -0.1 -0.1
H 2.2252 0.9554 2.0770 -0.1 -0.1 0.1
P -1.6027 0.1265 -1.4920 -1.4 0.7 -1.4
C -2.0705 1.9173 -1.3718 0.2 0.5 0.9
C -1.3367 0.2382 -3.3218 0.9 -0.7 0.3
H -3.3245 -1.5898 -1.3290 -0.5 -0.1 -0.2
H -3.8155 -0.2148 -2.4010 0.1 -0.4 0.4
H -3.8454 -0.0158 -0.6211 0.0 -0.3 -0.1
C -3.3180 -0.4943 -1.4564 -0.1 -0.1 0.2
H -0.9618 -0.6958 -3.7227 0.1 -0.1 -0.3
H -2.2716 0.5008 -3.8136 -0.1 0.0 0.2
H -2.7293 2.1828 -2.2190 0.3 -0.6 0.2
H -1.1942 2.5689 -1.4183 -0.1 -0.1 0.0
H -0.6114 1.0281 -3.5279 0.0 -0.1 0.1
H -2.6047 2.1350 -0.4399 0.2 -0.1 -0.3
Cl -0.1728 -3.8166 -1.6184 -1.1 1.7 1.7
O 1.2251 4.2716 0.3054 -1.2 -3.5 0.6
C 0.8717 3.1286 0.4201 0.0 3.0 0.1

86
Properties=species:S:1:pos:R:3:forces:R:3 method="wB97M-V/def2-TZVPD" total_charge=+2 multiplicity=9 fmax_ha_per_bohr=0.214 homo_energy_ev="-12.86 / -14.94" homo_lumo_gap_ev="4.38 / 3.28"
Hf -0.5103 0.3190 -3.8479 -0.9 0.2 2.2
Cr -1.0886 2.4001 1.6607 -0.3 0.8 -0.5
C -1.8879 4.7693 -2.6619 0.6 0.3 -1.4
F -1.7634 5.9081 -1.9826 -0.4 -1.1 0.3
F -3.1409 4.4471 -2.9312 0.2 -0.1 1.2
F -1.3104 4.9596 -3.8486 0.5 -0.3 0.2
S -0.8524 3.3670 -1.8066 2.2 0.3 2.2
O 0.5333 3.8516 -1.7120 -2.7 -0.3 -0.8
O -1.4263 3.1009 -0.4629 -0.3 0.6 -0.6
O -1.0111 2.1066 -2.5881 -0.2 0.0 -1.6
N 1.6584 0.4829 -3.4990 0.6 -0.2 -1.7
S 3.1714 0.1668 -4.3917 1.7 -2.7 -1.9
O 3.9496 -0.9820 -3.9861 -0.1 1.2 0.5
O 3.6953 1.2555 -5.1609 -0.9 -0.4 0.0
F 2.2432 -0.7054 -5.4029 -0.8 0.7 -1.0
S 2.6805 1.1110 -2.4583 0.1 0.3 1.2
O 3.2063 2.4845 -2.6336 -0.2 -0.3 0.3
O 3.4379 0.2536 -1.5689 0.2 0.3 0.5
F 1.4318 1.3972 -1.5674 -0.3 1.0 2.1
N -2.4856 -0.5012 -4.4530 -4.1 -0.9 1.4
S -3.9209 -1.1921 -3.6861 -1.7 -1.0 9.1
O -3.8750 -2.6246 -3.6418 0.1 1.4 -0.6
O -5.2173 -0.5261 -3.5981 2.5 -0.7 -1.7
F -3.3940 -0.7300 -2.1993 0.2 -0.3 -0.8
S -3.4037 -0.7459 -5.7654 2.6 -0.2 -9.6
O -4.4499 0.1640 -6.1316 0.9 -0.7 1.5
O -3.4260 -2.1220 -6.2548 -0.7 2.1 1.9
F -2.1719 -0.2196 -6.6194 1.0 0.9 -1.1
N -0.3967 0.6632 1.0783 -1.8 -1.7 -4.0
S -0.9976 -0.4219 -0.1242 -5.3 0.1 -4.5
O -1.4725 -1.7484 0.2461 2.0 3.0 0.0
O -0.4935 -0.2599 -1.5203 -0.4 -0.1 3.1
F -2.3753 0.4578 -0.1814 1.3 -0.7 0.0
S 0.6156 -0.3358 1.6057 8.6 -3.1 6.2
O 1.6888 -0.7854 0.6868 -3.0 1.2 1.1
O 0.1543 -1.2408 2.6093 -0.4 0.2 -1.6
F 1.4006 0.7232 2.5770 -0.5 0.0 -1.1
C 3.5822 0.9334 5.6708 -0.9 0.2 0.0
N 2.6261 -0.2673 5.6644 1.4 -0.1 0.7
O 2.4924 -0.8783 4.6205 0.1 0.1 -0.3
O 2.1602 -0.6002 6.7273 -0.1 0.3 -0.3
H 3.3340 1.5017 6.5673 0.1 0.0 -0.2
H 3.4010 1.4944 4.7540 -0.1 -0.1 0.1
H 4.6348 0.6519 5.7001 -0.3 -0.6 0.1
C 2.4910 -4.4960 -2.1870 0.2 -0.5 -0.1
N 1.6235 -3.2950 -1.8751 2.3 -0.4 -0.1
O 1.0872 -3.3085 -0.7942 -0.8 0.4 0.0
O 1.7132 -2.3555 -2.6505 -0.8 -0.4 0.3
H 2.1656 -4.9357 -3.1297 -0.1 0.0 0.2
H 2.4966 -5.1877 -1.3446 -0.7 0.1 -0.2
H 3.5402 -4.2218 -2.2976 -0.2 0.7 -0.3
C -5.4140 1.7216 2.4784 -0.2 0.0 0.7
N -4.0455 1.1373 2.3719 0.5 -1.8 -2.1
O -3.0938 1.9301 2.3825 0.9 1.0 0.2
O -3.8927 -0.0496 2.1465 -0.6 1.9 0.9
H -5.4446 2.8044 2.3575 0.6 -0.2 -0.2
H -5.6731 1.5073 3.5152 -0.5 -0.2 -0.1
H -6.0532 1.2341 1.7422 0.1 -0.2 0.3
C -3.2716 -0.5560 5.8674 0.8 -0.4 -0.1
N -1.7749 -0.5264 5.8309 1.1 -0.7 0.6
O -1.2072 -0.0446 4.8646 -0.6 0.5 -0.3
O -1.1807 -1.0147 6.7708 -0.5 0.3 -0.2
H -3.5539 0.4603 6.1425 -0.3 -0.2 -0.1
H -3.5277 -1.3038 6.6180 -0.2 0.3 -0.1
H -3.5557 -0.8842 4.8676 -0.3 0.3 0.1
C -2.5537 -4.1205 -1.3094 0.6 -1.3 0.0
N -1.5863 -3.7426 -2.4456 -0.3 1.0 -0.1
O -1.3238 -2.5364 -2.6447 -0.3 -1.9 0.3
O -1.0602 -4.6681 -3.0296 -0.3 1.0 0.5
H -3.5189 -3.6434 -1.1393 0.6 0.9 -0.7
H -1.9180 -4.0669 -0.4256 -0.1 0.1 0.0
H -2.7874 -5.1680 -1.4995 0.2 0.1 0.0
C 4.7267 -1.7096 2.1022 -0.4 0.9 -0.2
N 5.3262 -2.2634 0.8236 -2.0 -2.9 1.5
O 5.7700 -1.4558 -0.0255 0.6 0.6 -0.6
O 5.1885 -3.4247 0.5483 0.9 1.8 -0.2
H 4.3986 -0.7036 1.8408 0.0 0.1 0.1
H 5.4009 -1.7040 2.9587 0.4 -0.2 -0.4
H 3.8433 -2.3188 2.2933 0.1 -0.2 -0.2
C 2.4386 4.9873 0.5314 -0.8 1.6 -0.4
N 2.0277 3.6409 1.0000 0.7 -2.2 -1.8
O 0.9410 3.4175 1.5437 -1.0 1.1 0.7
O 2.7075 2.7112 0.6210 0.0 1.0 0.7
H 3.2514 5.4902 1.0552 0.1 -0.8 0.4
H 1.5903 5.6707 0.5695 -0.2 -0.4 0.3
H 2.6823 4.9094 -0.5282 0.2 -0.5 0.2

35
Properties=species:S:1:pos:R:3:forces:R:3 method="wB97M-V/def2-TZVPD" total_charge=-1 multiplicity=5 fmax_ha_per_bohr=0.067 homo_energy_ev="-2.45 / -3.68" homo_lumo_gap_ev="5.04 / 6.24"
Cr 0.5130 -0.2063 -0.3327 3.0 0.1 1.8
C 1.8535 2.8327 -1.5647 0.5 1.2 -0.7
C 2.5313 1.5126 -1.8900 0.7 -1.0 1.0
O 2.3962 0.5657 -0.8937 -1.3 -0.2 -0.5
H 2.3519 3.2629 -0.6926 -0.5 -0.4 0.4
H 0.7692 2.8225 -1.4444 0.0 -0.3 0.3
H 2.1003 3.6129 -2.3098 -0.2 -0.3 -0.4
H 3.6193 1.7287 -1.9473 -0.1 0.2 -0.4
H 2.2742 1.0769 -2.8849 -0.3 0.4 -0.2
C 1.3259 -1.5415 3.3665 0.0 0.3 1.2
C 1.2544 -2.1808 1.9954 -0.3 0.1 -0.8
O 1.7155 -1.3242 1.0270 -1.0 0.4 -0.8
H 2.3337 -1.4328 3.7836 0.2 -0.2 -0.4
H 0.7444 -2.0477 4.1532 0.0 -0.2 -0.2
H 0.9600 -0.5111 3.3328 -0.2 -0.1 -0.3
H 0.2051 -2.5104 1.8075 -0.1 0.2 0.2
H 1.7981 -3.1478 1.9440 0.2 0.1 0.4
C -2.4352 0.6625 1.9579 -0.6 -0.5 1.3
C -1.4364 1.7177 1.5308 0.7 0.2 -1.1
O -0.5622 1.2538 0.5734 -0.3 -0.5 -0.2
H -2.0395 -0.0276 2.7144 0.5 0.0 -0.3
H -2.7695 0.0183 1.1417 0.0 0.3 -0.3
H -3.3218 1.0499 2.4835 0.0 0.3 -0.3
H -0.8643 2.1229 2.3840 -0.3 -0.2 0.3
H -1.9473 2.5982 1.0931 -0.4 0.0 0.3
C -1.2884 -0.8291 -2.8063 -0.7 0.2 0.3
C -1.9308 -1.6064 -1.6441 1.5 -0.2 -0.4
O -0.9061 -2.0706 -0.7363 -1.0 0.1 -0.5
O -0.3004 0.0626 -2.3200 -0.4 -0.1 0.1
H -2.1334 -0.2677 -3.2228 0.2 0.0 -0.4
H -0.8422 -1.4935 -3.5492 -0.1 -0.1 0.0
H -2.3837 -2.4975 -2.0811 -0.6 0.3 0.0
H -2.6315 -0.9636 -1.1178 0.0 -0.1 0.2
H -0.8433 -3.0128 -0.9103 0.6 0.0 0.4
H -0.1100 0.7708 -2.9409 0.1 0.0 0.1

32
Properties=species:S:1:pos:R:3:forces:R:3 method="wB97M-V/def2-TZVPD" total_charge=+1 fmax_ha_per_bohr=0.074 homo_energy_ev=-13.04 homo_lumo_gap_ev=8.16
C 0.5158 -1.3235 0.9146 0.5 0.6 2.8
C 1.7822 -0.4726 0.6183 -1.5 -0.2 -0.2
C -0.4516 -1.4183 -0.1654 -1.5 -0.3 3.5
C 2.7228 -1.2751 -0.2270 -1.0 0.9 -2.2
C -1.6531 -2.2471 -0.1265 -0.7 1.6 1.9
C 2.4621 1.5568 -0.7222 -2.8 2.0 0.1
C -1.8397 1.0863 -1.3632 -0.1 -1.7 -1.0
C -2.5205 0.8064 0.8939 -1.7 1.6 0.0
N 1.3250 0.8078 -0.0324 3.3 -0.4 -1.1
N -1.4262 0.8142 -0.0155 2.5 -0.4 0.3
Si 0.0832 1.7403 0.5444 -2.7 -0.6 2.1
H 0.7374 -2.3638 1.3783 -0.2 1.5 -1.0
H 0.0868 -0.7727 1.8423 -0.2 -1.1 -1.4
H 2.2345 -0.1841 1.5460 0.4 -0.2 0.8
H -0.2390 -1.1640 -1.1150 1.3 1.2 -3.1
H 3.5651 -0.6312 -0.4301 0.4 -0.1 -0.5
H 2.1129 -1.4730 -1.2159 1.7 -0.1 1.6
H 3.1334 -2.1503 0.2511 -0.4 -0.4 0.1
H -2.1238 -2.5590 0.8041 0.5 0.7 0.6
H -1.6035 -3.1589 -0.5988 0.8 -2.1 -1.8
H -2.3399 -1.6518 -0.6752 -1.2 0.2 -0.7
H 1.9557 2.4902 -1.2180 1.2 -1.5 1.0
H 3.3020 1.8700 -0.1036 -0.2 0.0 0.4
H 2.8213 0.9709 -1.5046 0.6 -0.9 -1.4
H -2.2358 2.0780 -1.4645 0.1 0.8 -0.3
H -0.9711 0.8685 -2.0471 -1.1 0.4 0.3
H -2.7292 0.4206 -1.5522 1.0 0.4 -0.4
H -2.5656 1.6761 1.5803 0.1 -0.1 -0.5
H -3.4745 0.7945 0.3193 0.5 -0.2 0.6
H -2.4632 -0.0076 1.5493 -0.1 -1.6 1.0
H -0.1643 1.7014 2.0650 0.4 -0.2 -0.8
H -0.0391 3.1711 0.2701 0.3 0.0 -0.7